Density functional theory data (ωB97M-V with the def2-TZVPD basis set) for C22H26Br2N3O3PbSb as an isolated structure.

Properties
Total charge   +2
Electronic energy   -185701.8674 eV
Relative energy (zero: lowest compared OMol25 entry of this formula, charge and spin)   0.454 eV

Atoms and positions in Å:
Pb  -0.4892  -1.1947  -1.3226
C  -2.4922  1.2242  -2.5967
C  -1.6534  1.9354  -1.5675
C  -1.4941  3.3352  -1.5987
C  -0.6131  3.9276  -0.7520
C  0.0946  3.1516  0.2005
C  1.0872  3.6854  1.0669
Br  1.5031  5.5118  1.0324
C  1.7773  2.8762  1.9123
C  1.4219  1.5166  1.9796
Br  2.3753  0.3577  3.1217
C  0.4115  0.9757  1.2476
O  -0.0183  -0.3324  1.4217
C  -0.2003  1.7769  0.2506
N  -1.0311  1.1876  -0.6768
H  -3.1619  1.9094  -3.1099
H  -3.0965  0.4357  -2.1383
H  -1.8475  0.7709  -3.3609
H  -2.0411  3.9163  -2.3305
H  -0.4351  4.9959  -0.8018
H  2.5728  3.2681  2.5349
O  1.5279  -0.2805  -1.3099
N  2.2372  -0.2261  -2.3942
N  1.6285  -0.6635  -3.4116
O  0.4187  -1.1918  -3.3472
C  2.2840  -0.6241  -4.7228
C  3.3411  0.2456  -4.9335
C  3.9506  0.2480  -6.1759
C  3.5017  -0.6012  -7.1810
C  2.4370  -1.4593  -6.9438
C  1.8153  -1.4760  -5.7033
H  3.6761  0.9076  -4.1442
H  4.7782  0.9206  -6.3619
H  3.9807  -0.5886  -8.1537
H  2.0874  -2.1240  -7.7252
H  0.9853  -2.1373  -5.5004
C  -3.2815  -1.4609  1.7670
C  -2.6779  -0.6215  2.8892
Sb  -0.6253  -0.9743  3.2166
C  -0.1801  -0.1773  5.1326
C  -1.3539  -0.4940  6.0593
C  -0.0778  -2.9776  2.8836
C  -0.7083  -3.9245  3.9180
H  -4.3401  -1.2155  1.6671
H  -3.2137  -2.5336  1.9607
H  -2.8139  -1.2474  0.8111
H  -3.1552  -0.8154  3.8528
H  -2.7352  0.4504  2.6908
H  0.0033  0.8817  4.9820
H  0.7500  -0.6685  5.3954
H  -2.2454  0.0846  5.8157
H  -1.0539  -0.2193  7.0723
H  -1.6153  -1.5564  6.0859
H  1.0095  -2.9849  2.8994
H  -0.4196  -3.1739  1.8678
H  -0.3033  -3.7628  4.9204
H  -0.4844  -4.9558  3.6412
H  -1.7975  -3.8337  3.9666